One molecule with the formula C4H7NS3 in a non-equilibrium geometry. Source: OMol25; level of theory: ωB97M-V with the def2-TZVPD basis set.

The geometry in ORCA input format:
```
! RIJCOSX wB97M-V def2-TZVPD def2/J DEFGRID3
* xyz 0 1
H -0.551 -1.726 2.261
H 0.885 2.202 1.565
H -0.249 3.160 -0.207
C -0.720 -1.953 1.158
S -1.614 -3.254 0.579
N 0.125 -1.300 0.259
S 1.194 -0.167 0.875
S -0.341 1.899 -1.856
C 1.396 2.403 -1.346
C 0.242 2.211 -0.256
H 0.093 -1.172 -0.851
H 1.698 3.609 -1.365
C 0.403 1.470 0.966
H -0.554 1.023 1.375
H 2.052 1.562 -1.306
*
```

The value obtained for the LUMO energy is 0.028 eV. The value obtained for the relative energy (zero: lowest compared OMol25 entry of this formula, charge and spin) is 75.80 kcal/mol. Its largest force on an atom is 4.66 eV/A. Its structure (SMILES) is S=CNSC[C@H]1CS1.